# 1
56
Properties=species:S:1:pos:R:3:forces:R:3 method="wB97M-V/def2-TZVPD" relative_energy_kcal_mol=432.4 gap_ev=7.272 smiles="O=C(CN1C(=O)c2ccccc2C1=O)N1CCN(C2c3ccccc3-c3ccccc32)CC1" e_homo_ev=-8.130
O 2.6988 0.2103 0.2416 1.109 1.674 -0.663
C 1.8150 -0.2060 0.9416 0.168 -5.143 -2.933
N 1.2763 0.3377 1.9934 4.812 0.927 -0.178
C 0.2994 -0.1980 2.7985 0.359 0.745 3.056
H 0.3818 -1.1665 2.7855 -0.054 -5.813 -1.162
C -0.9074 0.3562 2.3186 -6.956 -0.171 0.556
N -0.5270 1.4529 1.6722 -2.467 9.904 -7.145
C 0.3770 2.4925 2.2273 1.491 -2.890 -0.403
C 1.7409 1.7055 2.1874 -8.359 -1.549 -0.311
H 2.3173 2.0569 1.5106 3.848 1.673 -4.804
H 2.1403 1.6892 3.0416 3.533 0.496 6.800
H 0.0608 2.5608 3.1834 -0.562 0.615 3.776
H 0.5676 3.5232 1.9557 -1.009 -0.042 -1.467
C -1.7968 2.2744 0.8668 5.524 2.107 2.435
C -2.8276 2.8117 1.7535 -4.812 -4.910 -0.267
C -2.8750 3.3749 2.9625 2.106 5.327 3.977
C -4.0636 3.7276 3.7351 -0.553 -8.649 -9.805
C -5.2517 3.0752 3.1597 1.899 2.389 -0.243
C -5.3946 2.4411 1.9015 5.068 -2.390 0.160
C -4.1179 2.0042 1.3188 0.089 5.361 1.791
C -3.6978 1.3886 0.0854 -9.734 -5.003 -0.419
C -4.5947 0.3564 -0.7408 -0.531 5.885 4.543
C -4.0735 -0.1933 -1.8018 3.235 -0.171 1.362
C -2.6683 -0.2334 -1.9594 3.135 6.073 -0.357
C -1.8269 0.9098 -1.3921 -0.918 -4.284 4.131
C -2.4617 1.4703 -0.0977 7.247 -1.000 -6.370
H -0.6509 0.8176 -1.1847 -2.534 0.317 -1.570
H -2.2956 -0.5787 -2.9051 0.372 -0.967 -0.012
H -4.5681 -0.8620 -2.3344 -2.555 -2.705 -2.606
H -5.6662 0.4573 -0.4198 1.055 -0.743 -0.754
H -6.2471 1.9432 1.4962 -0.962 0.300 0.211
H -6.1318 3.4339 3.5740 -1.838 0.225 1.052
H -4.1913 4.3454 4.4373 -0.304 4.482 5.617
H -1.9036 4.0057 3.3658 -2.078 -1.865 -1.095
H -1.2408 3.1898 0.4626 -0.423 -1.498 0.026
H -1.8151 0.5716 2.9738 1.253 -0.524 0.781
H -1.4752 -0.0813 1.4870 0.391 -1.730 0.196
H 0.3875 -0.2191 3.9004 0.683 1.693 -0.095
C 1.3762 -1.7108 0.4518 -3.364 -2.087 3.473
N 2.0656 -2.2766 -0.8095 -4.474 0.549 15.877
C 1.6949 -1.7396 -1.8039 4.414 0.505 -13.233
O 0.7493 -1.3286 -2.2667 -7.373 3.833 -1.503
C 2.9511 -2.1999 -2.8364 -1.997 1.286 5.946
C 3.1673 -2.0134 -4.0950 -1.929 1.273 -6.970
C 4.2771 -2.5472 -4.8722 -3.162 0.560 10.438
C 5.0497 -3.1236 -3.8452 4.675 -2.687 -4.397
C 4.9128 -3.3471 -2.4489 -5.282 4.376 -3.600
C 3.7602 -2.7576 -1.8544 9.086 -1.473 -17.243
C 3.2621 -2.6983 -0.7503 2.970 -6.930 17.482
O 3.8298 -3.3692 0.2646 -2.885 3.572 -3.075
H 5.6047 -3.8487 -2.0167 4.405 -3.194 3.118
H 5.9849 -3.5931 -4.4598 -1.522 0.650 2.480
H 4.2508 -2.2764 -5.8166 1.122 0.396 -4.563
H 2.3073 -1.4951 -4.6698 1.335 -0.620 0.891
H 1.5100 -2.4333 1.4333 0.190 1.463 -2.908
H 0.1675 -1.7955 0.2966 3.063 0.379 -0.023

# 2
70
Properties=species:S:1:pos:R:3:forces:R:3 method="wB97M-V/def2-TZVPD" relative_energy_kcal_mol=69.9 gap_ev=6.823 e_homo_ev=-11.230 total_charge=+1
C 0.1359 -5.7807 2.5426 0.663 0.551 -1.437
C 1.4418 -4.7722 2.3037 1.133 1.767 1.850
N 1.7858 -3.8680 3.4742 3.031 -1.416 -7.980
C 2.9810 -3.1489 2.8885 -2.959 -2.810 -0.627
N 3.5716 -2.1988 3.6841 0.154 -0.725 -1.693
N 3.2747 -3.6437 1.4893 0.139 2.093 3.680
N 2.3489 -4.6139 1.0990 -3.131 -0.158 5.254
H -0.1898 -6.1254 1.4634 0.500 0.567 2.275
H -0.7398 -5.1507 3.0538 2.249 -1.432 -1.008
H 0.4354 -6.7323 3.1804 -0.458 2.276 -1.292
H 4.4288 -1.6917 3.3509 -1.487 -0.645 0.594
H 3.0930 -1.9592 4.5875 0.823 -0.594 -1.403
H 4.0716 -3.2855 0.9140 -1.302 -0.554 0.551
H 2.2669 -5.1258 0.1841 0.528 1.076 1.395
C -4.1624 -2.0725 3.3583 -0.203 0.011 -0.045
C -2.9989 -2.6555 3.6532 0.872 0.930 -0.825
C -2.9315 -3.8293 4.5672 -0.204 -0.578 0.598
O -1.8500 -4.3557 4.8045 -0.215 0.362 -0.389
C -4.1875 -4.3133 5.1611 0.640 -0.039 -0.073
C -5.3505 -3.7279 4.8688 -1.584 -1.020 1.105
C -5.4208 -2.5719 3.9334 -0.672 0.877 -0.588
O -6.5067 -2.0664 3.6698 0.854 -0.636 0.400
O -6.5344 -4.1759 5.4255 1.406 1.208 -1.232
O -1.8116 -2.1901 3.1185 -0.803 -1.157 0.880
H -4.2261 -1.2200 2.6937 0.033 0.000 0.062
H -4.1221 -5.1558 5.8376 -0.007 0.047 -0.036
H -7.2330 -3.5917 5.0580 0.230 -0.240 0.156
H -1.1139 -2.7781 3.4813 -0.298 0.311 -0.043
C 2.2876 2.1670 0.6405 0.072 0.167 -0.129
C 2.6406 1.0129 1.2097 -1.094 -0.081 1.173
C 3.7988 0.2241 0.7056 0.629 0.237 -0.834
O 4.1109 -0.8233 1.2611 -0.171 -0.028 0.078
C 4.5297 0.7420 -0.4615 -0.151 -0.676 0.652
C 4.1743 1.8944 -1.0327 1.486 0.549 -1.980
C 3.0337 2.6965 -0.5114 -0.830 0.990 0.046
O 2.7424 3.7610 -1.0463 0.385 -1.038 0.245
O 4.8552 2.3856 -2.1315 -1.639 -0.305 1.917
O 1.9425 0.5076 2.2911 1.315 -0.135 -1.225
H 1.4493 2.7517 0.9980 0.042 -0.032 -0.022
H 5.3582 0.1499 -0.8286 -0.021 0.067 0.012
H 4.4094 3.2308 -2.3582 0.217 -0.151 -0.137
H 2.3921 -0.3345 2.5214 -0.260 0.431 -0.088
C -3.3701 2.3059 -1.5118 0.343 -0.024 -0.251
C -3.8306 1.9879 -0.3004 -1.815 0.795 0.124
C -3.0105 1.1924 0.6547 0.226 -0.442 0.784
O -3.4529 0.9317 1.7679 0.059 0.236 -0.800
C -1.6820 0.7407 0.2123 -0.188 0.010 0.246
C -1.2231 1.0559 -1.0005 1.561 -0.767 0.006
C -2.0321 1.8746 -1.9447 -0.368 0.663 -1.071
O -1.5758 2.1637 -3.0458 -0.140 -0.541 0.933
O 0.0234 0.6324 -1.4237 -1.542 0.844 -0.134
O -5.0883 2.3876 0.1126 1.884 -0.936 0.146
H -3.9547 2.8855 -2.2151 0.046 -0.031 0.047
H -1.1037 0.1482 0.9095 -0.032 0.020 0.016
H 0.1252 0.9892 -2.3330 -0.074 -0.032 0.278
H -5.1876 2.0359 1.0240 -0.014 0.181 -0.365
C 2.4921 4.7972 -6.6736 0.201 -0.033 0.472
C 1.4589 4.6994 -7.5124 0.694 0.534 -1.846
C 0.1142 4.2715 -7.0368 -1.111 -0.252 -0.096
O -0.8206 4.2092 -7.8276 0.925 0.120 0.400
C -0.0373 3.9310 -5.6136 -0.148 0.027 -0.292
C 0.9969 4.0256 -4.7756 -0.770 -0.532 1.486
C 2.3342 4.4798 -5.2459 0.885 0.281 -0.180
O 3.2611 4.5744 -4.4483 -0.618 -0.273 -0.158
O 0.8622 3.7045 -3.4373 1.050 0.489 -1.509
O 1.6004 4.9935 -8.8561 -0.944 -0.587 1.792
H 3.4745 5.1091 -7.0053 -0.067 -0.006 0.025
H -1.0155 3.6044 -5.2847 0.053 0.008 0.017
H 1.7485 3.8558 -3.0423 -0.350 0.107 -0.037
H 0.7126 4.8480 -9.2499 0.343 0.076 0.135